Run 1
Entry from the OMol25 dataset: C5H5Cl in the gas phase (ωB97M-V/def2-TZVPD).

Element x y z (Å)
C 0.83316 -0.28904 -0.02844
C -1.63024 -0.69462 -0.17458
Cl 0.24522 1.34534 -0.01797
H 3.07027 -0.21108 -0.77607
H 2.38781 -1.78650 0.09880
H -0.20759 -2.20489 -0.22183
C 2.28836 -0.69272 0.05094
C -2.73741 -0.20450 0.19105
H 2.64588 -0.51921 1.14326
H -3.72588 -0.01060 0.00031
C -0.14373 -1.14221 -0.02880

Values from the calculation:
HOMO	-0.3402	Ha
SMILES string	C#C/C=C(/C)Cl



Run 2
Entry from the OMol25 dataset: a molecular structure, C5H5Cl (ωB97M-V/def2-TZVPD).

Element x y z (Å)
Cl 1.05923 0.79195 -0.71677
C -1.68649 1.40706 0.30271
C -2.21455 1.34442 1.39715
C 1.02489 -0.83183 -0.02765
H -1.11550 1.65500 -1.77576
H 0.11344 -0.83443 0.58251
C -1.17760 0.94543 -0.93651
C 1.93344 -1.72060 -0.32469
H 2.76658 -1.54343 -0.95701
H -2.73762 1.44427 2.27221
H 2.03418 -2.65783 0.18382

Values from the calculation:
HOMO	-0.2879	Ha



What is the stability order? It is run 1, run 2, from most stable to least stable.